Record 1
118
Properties=species:S:1:pos:R:3:forces:R:3:lowdin_charge:R:1 method="wB97M-V/def2-TZVPD" e_above_lowest_ev=0.853 e_tot_ha=-3535.9049 spin_multiplicity=1 total_charge=-2 homo_energy_ev=-2.346 molar_mass_g_mol=814.0 orbital_gap_ev=6.287
Y -0.4745 -0.9435 0.0666 0.6 -0.8 -0.9 1.47
C -4.5703 -0.3748 1.5789 0.1 0.1 -0.1 -0.07
C -4.3479 -1.3286 0.4465 -0.1 -0.1 0.1 -0.33
C -5.4496 -1.9092 -0.1760 0.0 0.0 -0.1 -0.07
C -5.2295 -2.9152 -1.1071 0.1 0.0 0.1 -0.10
C -3.9455 -3.3386 -1.3619 0.1 0.0 -0.1 -0.07
C -2.8628 -2.7093 -0.7052 0.0 -0.1 0.1 -0.47
N -3.0940 -1.6782 0.1497 0.2 0.0 -0.1 0.09
N -1.5655 -3.0707 -0.8176 0.3 0.4 0.2 -0.14
Si -0.9931 -4.5991 -1.2879 0.4 -0.5 0.1 0.38
C -0.5046 -4.7419 -3.1243 -0.1 0.1 0.2 -0.18
C -2.1613 -6.0648 -0.8976 0.0 0.3 -0.1 -0.19
C 0.5407 -4.9162 -0.2173 -0.1 0.1 -0.3 -0.19
H -5.0556 -0.9094 2.4018 0.1 0.0 0.0 0.08
H -5.2252 0.4430 1.2859 0.0 0.1 0.0 0.01
H -3.6229 0.0306 1.9186 0.0 0.1 0.1 0.03
H -6.4465 -1.5684 0.0683 0.0 0.0 0.0 0.10
H -6.0644 -3.3894 -1.6131 0.0 0.0 0.0 0.09
H -3.7373 -4.1346 -2.0653 -0.1 0.0 0.0 0.08
H -1.3815 -4.8994 -3.7576 0.0 0.0 0.0 0.01
H 0.1953 -5.5611 -3.3096 0.0 -0.1 0.1 0.01
H -0.0263 -3.8130 -3.4442 0.0 0.0 0.0 0.02
H -2.7564 -6.3687 -1.7622 0.0 0.0 0.0 0.01
H -2.8511 -5.7769 -0.1006 0.0 0.0 0.0 0.02
H -1.5984 -6.9368 -0.5569 0.1 0.0 0.0 0.01
H 0.9555 -3.9516 0.0818 0.0 0.0 0.0 -0.03
H 1.3181 -5.4783 -0.7417 0.0 0.0 0.0 0.02
H 0.2783 -5.4607 0.6924 -0.1 0.0 0.0 0.03
C -1.1230 1.3661 4.2626 -0.1 0.2 -0.2 -0.11
C -0.9489 1.1456 2.7529 0.2 -0.3 0.3 -0.56
C 0.2486 1.9611 2.2645 -0.2 -0.1 0.0 -0.10
C -0.7746 -0.3481 2.4047 -0.2 0.6 0.2 -0.31
H -1.2325 2.4312 4.5033 0.0 0.0 0.1 0.06
H -0.2532 0.9739 4.7995 0.0 0.0 0.0 0.06
H -2.0117 0.8437 4.6226 0.0 0.0 0.0 0.06
H -1.8470 1.5299 2.2586 0.0 0.0 0.0 0.06
H 1.1578 1.6344 2.7757 0.0 0.0 0.0 0.06
H 0.1213 3.0317 2.4530 0.0 0.0 0.0 0.06
H 0.3962 1.8155 1.1900 0.1 0.1 0.0 0.04
H -1.6523 -0.8738 2.8167 0.0 -0.1 -0.1 0.01
H 0.0790 -0.7037 3.0107 0.1 -0.1 -0.1 0.01
C -3.4637 4.5240 -2.9371 -0.2 0.1 0.2 -0.08
C -4.8617 4.5893 -2.3265 0.0 -0.1 0.0 -0.48
C -5.7020 3.3907 -2.7596 0.1 0.2 0.3 -0.09
O -4.7885 4.7737 -0.9001 0.1 -0.3 0.0 -0.35
P -4.7190 3.5900 0.2614 0.1 0.4 -0.1 -0.16
S -6.5482 3.0023 0.7137 0.1 -0.2 -0.2 0.13
S -3.2755 2.2940 -0.1450 -0.5 0.2 -0.1 0.31
O -4.3389 4.5640 1.5039 0.2 0.0 0.0 -0.36
C -3.2855 5.5208 1.6704 0.0 0.1 -0.2 -0.46
C -3.8464 6.9006 1.3361 0.0 -0.2 0.1 -0.06
C -2.0082 5.2498 0.8873 -0.2 -0.1 0.1 -0.08
H -3.5336 4.4892 -4.0272 0.0 0.0 0.0 0.07
H -2.9612 3.6287 -2.5785 0.1 0.0 0.0 0.02
H -2.8804 5.3993 -2.6425 0.0 0.0 0.0 0.07
H -5.3550 5.5053 -2.6761 0.0 0.0 0.0 0.13
H -5.2230 2.4707 -2.4254 0.0 -0.1 0.0 0.05
H -5.7860 3.3759 -3.8489 0.0 0.0 0.0 0.07
H -6.6923 3.4416 -2.3110 0.0 0.0 0.0 0.05
H -3.0551 5.4728 2.7407 0.0 0.0 0.0 0.13
H -4.1168 6.9215 0.2803 0.0 0.1 0.0 0.07
H -3.1052 7.6767 1.5416 0.0 0.0 0.0 0.07
H -4.7438 7.0923 1.9261 0.0 0.0 0.0 0.08
H -2.2102 5.2658 -0.1827 0.1 0.0 0.0 0.06
H -1.6041 4.2723 1.1368 0.1 0.0 0.0 0.04
H -1.2699 6.0200 1.1268 0.0 0.0 0.0 0.08
C 4.0912 -0.7452 -2.1644 0.0 0.0 0.1 -0.10
C 4.1832 -1.9171 -1.1769 -0.4 0.1 0.0 -0.59
C 5.6169 -2.4449 -1.1730 0.0 0.1 0.2 -0.09
C 3.2329 -2.9908 -1.7281 0.0 0.0 0.0 -0.11
P 3.3916 -1.2925 0.4775 1.7 -0.2 0.1 0.80
N 1.8807 -1.1736 0.4144 -1.6 0.1 -0.3 -0.33
C 4.0026 -2.5229 1.8672 -0.4 0.1 -0.2 -0.58
C 5.4628 -2.4899 2.3182 0.0 0.1 -0.1 -0.10
C 3.7007 -3.9278 1.3350 0.0 0.0 0.0 -0.11
C 3.0691 -2.3051 3.0670 0.0 0.0 0.0 -0.11
C 4.3202 0.3662 0.8816 -0.5 -0.1 0.0 -0.58
C 3.6252 1.4829 0.0895 0.0 0.0 0.0 -0.11
C 5.8302 0.4505 0.6704 0.0 -0.1 0.0 -0.09
C 3.9926 0.6494 2.3546 0.0 0.0 0.0 -0.11
H 4.2384 -1.1130 -3.1854 0.0 0.0 0.0 0.08
H 4.8505 0.0138 -1.9788 0.0 0.0 0.0 0.05
H 3.0991 -0.2931 -2.1086 0.0 0.1 -0.1 0.06
H 5.9042 -2.6899 -2.2019 0.0 0.0 0.0 0.08
H 5.7246 -3.3537 -0.5806 0.0 0.0 0.0 0.05
H 6.3233 -1.7040 -0.7956 0.0 -0.1 0.0 0.06
H 3.4045 -3.1242 -2.8019 0.1 0.0 0.0 0.08
H 2.2005 -2.6668 -1.5855 0.0 0.0 0.0 0.06
H 3.3634 -3.9595 -1.2485 0.0 0.0 0.0 0.05
H 6.1514 -2.5729 1.4748 0.0 0.0 0.1 0.06
H 5.6394 -3.3443 2.9820 0.0 0.0 0.0 0.08
H 5.7085 -1.5885 2.8797 0.0 0.0 0.0 0.06
H 4.4113 -4.2315 0.5672 -0.1 -0.1 0.0 0.05
H 2.6940 -3.9613 0.9251 0.1 -0.1 0.0 0.04
H 3.7588 -4.6620 2.1464 0.0 0.1 0.1 0.08
H 3.3942 -1.4888 3.7093 0.0 0.0 0.0 0.06
H 3.0256 -3.2096 3.6836 0.0 0.0 0.0 0.08
H 2.0637 -2.0807 2.7028 0.0 0.0 0.1 0.05
H 3.9967 1.5768 -0.9294 -0.1 0.0 0.0 0.06
H 3.7821 2.4469 0.5848 0.0 0.0 0.0 0.08
H 2.5527 1.2875 0.0609 0.0 0.1 0.0 0.04
H 6.0975 0.4184 -0.3866 0.0 0.0 0.0 0.06
H 6.3709 -0.3433 1.1868 0.0 0.1 0.0 0.05
H 6.1794 1.4120 1.0647 0.0 0.0 0.0 0.08
H 2.9365 0.4429 2.5325 0.0 0.1 0.1 0.06
H 4.1796 1.7032 2.5855 0.0 0.0 0.0 0.08
H 4.5946 0.0519 3.0375 0.0 0.0 0.0 0.05
C 0.8356 1.1551 -3.7206 0.0 -0.1 0.3 -0.08
C 0.5594 1.1552 -2.2087 0.2 0.4 -0.3 -0.62
C -0.0205 2.5227 -1.8060 0.1 -0.3 0.0 -0.07
O -0.2536 0.0985 -1.8514 -0.2 -0.2 1.0 -0.39
H 1.4931 1.9867 -3.9932 0.0 0.0 0.0 0.07
H -0.1119 1.2515 -4.2556 0.0 0.0 0.0 0.07
H 1.3121 0.2160 -4.0106 0.0 0.0 0.0 0.06
H 1.5454 1.0688 -1.7181 -0.1 0.0 0.0 0.07
H -0.7717 2.8494 -2.5286 0.0 0.0 0.0 0.06
H 0.7712 3.2759 -1.7470 0.0 0.1 0.0 0.07
H -0.5136 2.4404 -0.8376 0.0 0.1 0.0 0.01


Record 2
17
Properties=species:S:1:pos:R:3:forces:R:3:nbo_charge:R:1 method="wB97M-V/def2-TZVPD" e_above_lowest_ev=4.311 e_tot_ha=-251.7041 spin_multiplicity=1 total_charge=0 homo_energy_ev="-7.043 / -7.042" molar_mass_g_mol=85.1 orbital_gap_ev="8.125 / 8.124"
C 0.1995 1.7174 1.0399 -0.1 0.1 0.1 -0.66
C 0.3678 0.2371 1.0767 -0.2 -0.1 0.3 0.06
C 1.2581 -0.3513 -1.5702 0.1 -0.1 -0.3 -0.89
N -0.5488 -0.5972 0.7211 0.3 0.1 -0.2 -0.23
C -1.7960 -0.5993 -0.0194 -0.3 0.3 -0.1 -0.26
C -0.8671 -1.7528 0.0839 -0.2 -0.3 0.3 -0.30
H -0.7562 2.0029 0.5896 0.1 -0.1 0.1 0.22
H 0.2537 2.1458 2.0464 0.0 0.0 -0.1 0.22
H 1.0065 2.1750 0.4502 -0.1 -0.1 0.1 0.23
H 1.3143 -0.1941 1.3882 -0.1 0.0 0.1 0.20
H 0.9172 0.6900 -1.6206 0.0 -0.3 0.0 0.20
H 1.3568 -0.7352 -2.5836 0.2 0.1 -0.1 0.21
H 2.2337 -0.3789 -1.0737 -0.1 0.0 -0.1 0.20
H -1.7885 -0.0010 -0.9365 -0.1 -0.2 0.1 0.18
H -2.6980 -0.5003 0.5832 0.1 0.1 0.1 0.18
H -1.0023 -2.7206 0.5365 -0.1 0.0 0.2 0.21
H 0.5363 -1.0344 -1.0726 0.5 0.4 -0.4 0.23


Record 3
62
Properties=species:S:1:pos:R:3:forces:R:3:nbo_charge:R:1 method="wB97M-V/def2-TZVPD" e_tot_ha=-2391.8391 spin_multiplicity=1 total_charge=0 homo_energy_ev=-7.837 molar_mass_g_mol=571.5 orbital_gap_ev=5.386
C -0.4793 -5.9735 2.3290 0.8 0.0 0.2 -0.40
N -1.2039 -5.1053 1.4346 -1.0 -0.6 0.2 -0.43
C -2.0966 -5.7579 0.4858 0.1 0.5 0.6 -0.29
C -1.3531 -5.9429 -0.8070 1.1 0.4 -1.5 0.96
F -2.0831 -6.5550 -1.7793 0.6 0.5 1.0 -0.32
F -0.9473 -4.7224 -1.2928 -0.5 -1.2 0.3 -0.32
F -0.2050 -6.6693 -0.6141 -1.0 0.4 -0.2 -0.33
C -1.0517 -3.7486 1.4130 -0.2 1.2 -0.3 0.29
C -2.1770 -2.8818 1.2786 0.3 0.0 0.0 -0.31
C -1.9994 -1.5184 1.1780 0.1 0.0 -0.2 0.01
C -0.6927 -0.9596 0.9997 0.1 -0.2 -0.7 -0.20
C -0.5146 0.4475 0.9876 -0.3 -0.8 0.3 0.12
C 0.6758 1.1722 1.2627 1.1 0.9 0.5 -0.17
C 0.6279 2.6030 1.3730 -0.3 -0.7 -0.2 -0.10
C 1.7841 3.3467 1.4978 0.7 0.0 -0.1 -0.20
C 3.0591 2.7514 1.2993 -1.8 -0.9 -0.1 0.23
N 4.2080 3.5269 1.2582 0.8 1.2 0.7 -0.51
C 4.7611 4.0413 0.0309 0.0 -0.4 -0.6 -0.39
C 4.8967 3.9463 2.4691 -0.7 -0.4 -0.5 -0.28
C 5.7785 2.8151 2.9189 0.6 -1.2 0.3 0.96
F 6.6985 3.1658 3.8590 -0.7 -0.3 -0.7 -0.32
F 4.9941 1.8155 3.4439 0.9 0.6 -0.2 -0.34
F 6.4549 2.2622 1.8590 -0.3 0.5 1.1 -0.33
C 3.1098 1.3397 1.1845 0.5 0.9 0.0 -0.22
C 1.9775 0.5930 1.4177 -0.7 -0.5 -0.5 -0.11
C 0.3827 -1.8994 0.8773 0.1 0.2 1.1 -0.06
C 0.2464 -3.1761 1.3789 -0.1 -0.2 -0.2 -0.27
H -0.3108 -5.4730 3.2963 -0.1 -0.2 -0.3 0.21
H -1.0957 -6.8650 2.4865 0.3 0.1 0.2 0.21
H 0.4945 -6.2870 1.9182 -0.2 0.0 0.2 0.20
H -2.3531 -6.7443 0.8865 -0.3 0.3 -0.2 0.23
H -2.9707 -5.1279 0.2815 0.1 -0.5 0.0 0.24
H -3.1729 -3.3224 1.3193 0.2 0.3 0.1 0.23
H -2.8507 -0.8406 1.2373 0.2 -0.2 -0.1 0.24
H -1.4007 1.0333 0.7349 0.0 0.0 0.3 0.29
H -0.3457 3.0922 1.3706 0.2 -0.1 -0.2 0.25
H 1.7581 4.4214 1.6833 -0.2 -0.3 -0.2 0.22
H 3.9619 4.1684 -0.7156 0.3 0.1 0.2 0.21
H 5.2255 5.0080 0.2624 -0.1 -0.1 -0.4 0.20
H 5.5298 3.3625 -0.3814 -0.2 0.3 0.0 0.19
H 5.5207 4.8160 2.2315 -0.2 -0.1 0.3 0.23
H 4.1752 4.1500 3.2736 0.3 0.2 -0.1 0.23
H 4.0715 0.8893 0.9250 -0.3 0.0 0.7 0.24
H 2.0718 -0.4539 1.7156 0.1 0.4 -0.5 0.22
H 1.3125 -1.5892 0.3953 -0.3 -0.2 0.5 0.23
H 1.0995 -3.7991 1.6510 -0.1 0.0 -0.8 0.23
C -3.9083 1.4722 -5.6464 -0.1 0.3 0.1 -0.22
C -3.1502 0.7482 -4.7305 0.1 0.0 0.3 -0.17
C -3.0037 1.2227 -3.4222 -0.2 -0.2 -1.0 -0.15
C -3.6078 2.4078 -3.0530 -0.7 0.8 -0.7 -0.23
C -4.3781 3.1590 -3.9523 0.3 -0.6 -0.3 -0.22
C -4.5254 2.6726 -5.2668 0.2 0.0 0.6 -0.21
S -3.2368 2.7314 -1.3324 0.6 -1.6 -0.9 2.28
O -2.3943 3.9008 -1.1994 -0.3 -0.1 0.1 -0.96
O -4.4459 2.6702 -0.5407 0.3 0.2 -0.1 -0.95
N -2.3600 1.3584 -1.1831 0.3 -0.1 0.7 -0.98
C -2.2504 0.5702 -2.2920 0.0 0.4 0.7 0.63
O -1.6431 -0.5082 -2.3797 -0.6 1.0 0.1 -0.67
H -4.0343 1.1149 -6.6689 0.1 0.0 0.3 0.21
H -2.6668 -0.1853 -5.0074 -0.1 0.1 0.0 0.23
H -4.8477 4.0873 -3.6435 0.1 -0.1 0.0 0.23
H -5.1194 3.2226 -5.9965 0.1 -0.1 0.2 0.21


Record 4
137
Properties=species:S:1:pos:R:3:forces:R:3:lowdin_charge:R:1 method="wB97M-V/def2-TZVPD" e_above_lowest_ev=11.953 e_tot_ha=-5893.7775 spin_multiplicity=1 total_charge=+1 homo_energy_ev=-10.562 molar_mass_g_mol=1138.9 orbital_gap_ev=6.247
C -7.9527 -1.7833 0.9536 1.0 0.2 0.3 -0.13
C -6.6538 -0.7682 1.2306 -1.1 -0.6 -0.6 -0.24
C -5.2408 -1.3516 0.6072 2.7 -1.4 -1.4 -0.02
C -5.2186 -2.7782 -0.2492 2.3 1.8 0.6 0.07
N -3.9393 -3.3519 -0.8929 -0.3 4.0 2.4 0.00
C -2.5976 -2.6575 -0.8018 -4.5 1.7 1.6 -0.26
P -1.1254 -3.5028 -1.7108 1.6 -0.9 0.8 0.61
O -1.3926 -5.2124 -1.9331 -1.7 2.8 -2.1 -0.40
Br -1.1160 -2.5929 -3.8320 -0.7 -0.5 0.8 0.22
C -2.4635 -1.2301 0.0588 -2.0 -1.3 -0.8 0.00
C -0.9498 -0.5689 0.0839 0.4 0.2 0.1 -0.20
C -0.0830 -1.0441 1.4038 0.3 0.0 -0.4 -0.18
C 0.8093 -2.3890 1.0915 0.7 0.7 0.7 -0.31
N 0.0687 -3.6783 1.4705 1.1 0.5 0.1 -0.06
C -3.7948 -0.5314 0.7919 0.0 -3.5 -2.4 -0.07
C -3.6331 0.8909 1.5908 1.3 -0.9 -0.2 -0.68
I -4.8419 2.4653 0.5694 1.4 -0.9 -1.1 0.72
C -3.9375 0.8276 3.1995 1.6 -0.5 0.2 -0.71
C -3.9887 -0.6789 3.8431 -0.5 0.4 1.6 -0.17
I -5.7294 2.0515 3.6177 0.6 -1.0 1.6 0.74
H -8.9306 -1.2331 1.3217 2.1 -1.3 -0.9 0.06
H -7.7811 -2.7462 1.5970 -0.5 1.7 -1.3 0.09
H -7.9884 -2.0609 -0.1850 -0.2 0.6 2.2 0.08
H -6.9794 0.2662 0.7314 1.3 -2.2 1.1 0.08
H -6.6159 -0.6263 2.3976 0.4 -0.2 -2.4 0.07
H -6.1895 -3.4505 -0.4219 2.5 1.8 0.5 0.13
H -3.9987 -4.2703 -1.4279 0.1 1.7 1.1 0.15
H -1.7810 -5.3157 -2.8729 0.8 -0.1 2.0 0.06
H -0.9527 0.6158 0.1023 -0.5 -2.5 -0.2 0.10
H -0.3026 -0.8611 -0.8736 -1.8 0.5 1.9 0.10
H 0.6977 -0.1844 1.6756 -1.9 -1.9 -0.6 0.11
H -0.8639 -1.1983 2.2731 1.8 0.2 -1.4 0.11
H 1.1109 -2.3939 -0.0574 -0.8 -0.1 2.4 0.08
H 1.8287 -2.3383 1.7072 -2.3 0.2 -1.4 0.08
H -0.2285 -3.6392 2.4913 0.8 0.0 -1.7 0.08
H 0.8080 -4.4275 1.3665 -1.3 0.9 0.4 0.07
H -2.5089 1.2755 1.4792 -2.6 -1.1 0.0 0.09
H -3.0412 1.3918 3.7503 -2.2 -1.1 -1.4 0.11
H -5.1033 -1.1020 3.8968 2.6 0.8 -0.4 0.07
H -3.6633 -0.5611 4.9857 -0.8 -0.3 -2.6 0.08
H -3.2415 -1.4488 3.3760 -1.5 1.6 0.5 0.09
C -8.7431 -0.7264 8.3861 0.0 0.0 0.2 -0.11
C -8.4280 0.1883 7.2097 -0.2 0.1 0.4 -0.26
C -7.7071 -0.5274 6.0670 -0.1 0.2 0.0 -0.23
C -6.3587 -0.9700 6.4485 1.0 -0.4 0.3 -0.23
N -5.2956 -1.3234 6.7492 -1.3 0.5 -0.3 0.15
H -7.8300 -1.1027 8.8572 -0.1 0.0 -0.1 0.08
H -9.3092 -0.1786 9.1464 0.1 -0.1 -0.1 0.08
H -9.3452 -1.5829 8.0672 0.1 0.1 0.0 0.08
H -7.8303 1.0375 7.5626 0.0 -0.1 -0.2 0.11
H -9.3704 0.5977 6.8262 0.2 -0.1 -0.1 0.10
H -7.6286 0.1582 5.2157 0.2 -0.2 0.1 0.03
H -8.3003 -1.3854 5.7297 0.2 0.1 0.1 0.10
C 5.5134 -0.3895 1.0304 0.0 0.0 -0.1 -0.12
C 5.7540 0.2095 2.4100 0.2 0.2 -0.4 -0.27
C 5.2251 -0.6656 3.5466 0.2 0.2 0.2 -0.18
C 3.7592 -0.7681 3.5361 -1.1 -0.3 0.1 -0.20
N 2.6024 -0.8530 3.5269 1.4 0.2 0.0 0.15
H 4.4447 -0.4738 0.8107 0.1 0.0 0.0 0.06
H 5.9627 0.2471 0.2612 -0.1 -0.1 0.1 0.07
H 5.9617 -1.3847 0.9508 0.0 0.1 0.0 0.07
H 5.2988 1.2063 2.4552 0.0 -0.1 0.1 0.11
H 6.8338 0.3443 2.5462 -0.2 -0.1 0.1 0.08
H 5.5444 -0.2334 4.5018 -0.2 -0.1 0.0 0.12
H 5.6699 -1.6658 3.4866 -0.2 0.1 0.0 0.13
C -0.8714 3.9241 -2.3878 -0.1 0.0 0.1 -0.10
C 0.2192 4.6266 -1.5896 -0.4 0.1 0.0 -0.27
C 1.6039 4.0103 -1.7907 0.1 0.2 0.1 -0.21
C 1.6920 2.6473 -1.2486 0.2 -1.1 0.3 -0.21
N 1.7620 1.5698 -0.8246 -0.2 1.2 -0.5 0.15
H -1.0038 2.8883 -2.0605 0.0 0.0 -0.1 0.06
H -1.8271 4.4410 -2.2531 0.1 -0.1 -0.1 0.07
H -0.6356 3.9210 -3.4565 0.0 0.0 0.1 0.06
H -0.0492 4.6179 -0.5262 0.1 0.0 -0.1 0.11
H 0.2557 5.6772 -1.9019 0.2 -0.2 0.1 0.10
H 2.3464 4.6411 -1.2891 0.0 -0.2 -0.1 0.12
H 1.8599 4.0055 -2.8567 0.0 -0.1 0.3 0.08
C 10.7603 1.9321 3.6455 0.1 -0.1 0.1 -0.11
C 11.0518 2.1390 2.1649 0.3 0.1 0.3 -0.27
C 9.8404 1.8746 1.2703 0.2 0.1 -0.2 -0.19
C 9.4354 0.4621 1.2827 -0.5 -1.1 0.0 -0.23
N 9.1122 -0.6519 1.2943 0.4 1.4 0.0 0.16
H 10.5062 0.8900 3.8624 0.0 0.1 0.0 0.07
H 11.6414 2.1914 4.2414 -0.2 -0.1 0.0 0.07
H 9.9305 2.5653 3.9746 0.1 -0.1 0.0 0.08
H 11.8897 1.4964 1.8687 -0.2 0.1 -0.1 0.12
H 11.3759 3.1762 2.0167 -0.1 -0.2 -0.1 0.11
H 10.0911 2.1636 0.2434 -0.2 -0.2 0.1 0.12
H 9.0005 2.5067 1.5817 0.0 -0.2 0.0 0.12
C -12.4546 1.6140 2.2238 -0.1 -0.1 0.0 -0.11
C -11.3640 2.3164 3.0220 -0.5 0.2 0.0 -0.26
C -9.9793 1.7001 2.8209 0.1 0.3 0.2 -0.19
C -9.8912 0.3371 3.3629 0.2 -1.0 0.3 -0.22
N -9.8212 -0.7403 3.7870 -0.2 1.3 -0.6 0.18
H -12.5870 0.5782 2.5510 0.0 0.1 -0.1 0.08
H -13.4103 2.1308 2.3584 0.1 -0.1 -0.1 0.08
H -12.2189 1.6108 1.1551 0.0 0.0 0.1 0.08
H -11.6324 2.3077 4.0853 0.2 0.0 -0.1 0.12
H -11.3276 3.3671 2.7097 0.2 -0.2 0.1 0.11
H -9.2368 2.3309 3.3225 0.0 -0.2 0.0 0.10
H -9.7234 1.6954 1.7549 0.0 -0.2 0.1 0.12
C 4.2681 -2.6222 -3.4504 0.0 0.1 0.0 -0.10
C 5.4284 -3.4513 -2.9155 0.0 0.3 -0.3 -0.28
C 4.9791 -4.6165 -2.0333 0.3 -0.1 -0.1 -0.18
C 4.3579 -4.1614 -0.7817 -0.6 0.2 1.0 -0.21
N 3.8638 -3.8038 0.2050 0.6 -0.4 -1.2 0.16
H 3.7190 -2.1317 -2.6409 0.0 0.0 -0.1 0.07
H 4.6422 -1.8414 -4.1205 -0.1 -0.1 0.1 0.07
H 3.5673 -3.2455 -4.0145 0.0 0.0 0.0 0.07
H 6.1136 -2.7983 -2.3616 0.0 -0.2 -0.1 0.11
H 5.9889 -3.8542 -3.7677 -0.1 0.0 0.4 0.07
H 5.8524 -5.2334 -1.7929 -0.2 0.1 0.1 0.12
H 4.2810 -5.2563 -2.5857 0.0 0.1 0.2 0.12
C 7.3512 -1.4098 -7.6973 0.1 0.1 0.0 -0.11
C 8.0295 -2.7736 -7.7060 0.0 0.3 -0.3 -0.27
C 7.5859 -3.6737 -6.5525 0.2 -0.2 -0.2 -0.19
C 8.0120 -3.1557 -5.2450 0.3 0.4 1.1 -0.23
N 8.3444 -2.7462 -4.2118 -0.4 -0.5 -1.4 0.16
H 7.6204 -0.8337 -6.8068 -0.1 -0.1 -0.1 0.07
H 7.6597 -0.8316 -8.5743 -0.1 -0.1 0.2 0.07
H 6.2620 -1.5128 -7.7255 0.1 0.0 0.0 0.07
H 9.1173 -2.6359 -7.6832 -0.2 -0.1 0.0 0.12
H 7.7900 -3.2743 -8.6519 0.1 -0.1 0.2 0.11
H 8.0172 -4.6706 -6.6976 -0.1 0.1 0.2 0.12
H 6.4963 -3.7939 -6.5695 0.1 0.1 0.2 0.12
C 2.1112 3.9342 -7.1791 0.1 -0.1 0.0 -0.11
C 0.8114 4.6128 -6.7666 0.1 -0.4 -0.2 -0.27
C 1.0142 6.0366 -6.2477 -0.3 0.0 -0.1 -0.19
C 1.7619 6.0683 -4.9830 0.7 0.2 0.9 -0.20
N 2.3552 6.0953 -3.9867 -0.8 -0.1 -1.3 0.17
H 2.7824 3.8009 -6.3252 0.0 0.1 -0.1 0.07
H 1.9016 2.9440 -7.5963 0.1 0.1 0.1 0.07
H 2.6347 4.5192 -7.9416 0.0 -0.1 0.1 0.08
H 0.3093 4.0003 -6.0079 0.0 0.2 -0.1 0.10
H 0.1474 4.6500 -7.6386 0.0 0.1 0.2 0.11
H 0.0324 6.4979 -6.0919 0.2 0.1 0.1 0.12
H 1.5318 6.6397 -7.0028 0.0 -0.1 0.2 0.13